w | {"formula": "C19H32N2O5", "method": "ωB97M-V/def2-TZVPD", "orbital_gap_ev": 9.97, "smiles": "CCO[C@H]1CC[C@@H]1C(=O)N[C@@H]1C[C@H](C(=O)NC2(CCOC)CC2)C[C@H]1O", "e_homo_ha": -0.340, "species": ["C", "C", "O", "C", "C", "C", "C", "C", "O", "N", "C", "C", "C", "C", "O", "N", "C", "C", "C", "O", "C", "C", "C", "C", "C", "O", "H", "H", "H", "H", "H", "H", "H", "H", "H", "H", "H", "H", "H", "H", "H", "H", "H", "H", "H", "H", "H", "H", "H", "H", "H", "H", "H", "H", "H", "H", "H", "H"], "positions_angstrom": [[0.67, -2.33, 0.09], [0.70, -2.86, -1.32], [-0.60, -3.08, -1.86], [-1.27, -1.95, -2.33], [-1.94, -2.09, -3.71], [-3.15, -1.32, -3.16], [-2.67, -1.64, -1.73], [-2.73, -0.54, -0.70], [-2.93, 0.63, -1.00], [-2.44, -0.93, 0.56], [-2.23, 0.01, 1.65], [-1.30, 1.18, 1.32], [-0.40, 1.39, 2.58], [1.03, 1.02, 2.23], [1.54, -0.05, 2.52], [1.70, 1.97, 1.52], [2.96, 1.69, 0.88], [2.88, 0.80, -0.35], [2.12, 1.43, -1.51], [0.75, 1.08, -1.41], [-0.03, 1.72, -2.41], [3.96, 2.80, 0.91], [4.14, 1.59, 1.78], [-0.98, 0.46, 3.65], [-1.56, -0.69, 2.83], [-2.41, -1.58, 3.53], [1.68, -2.27, 0.51], [0.25, -1.32, 0.13], [0.08, -2.99, 0.73], [1.26, -2.18, -1.98], [1.20, -3.84, -1.36], [-0.62, -1.06, -2.28], [-1.41, -1.69, -4.58], [-2.17, -3.14, -3.88], [-3.09, -0.25, -3.33], [-4.14, -1.67, -3.43], [-3.09, -2.57, -1.35], [-2.31, -1.91, 0.75], [-3.20, 0.40, 1.98], [-0.69, 0.94, 0.44], [-1.86, 2.07, 1.06], [-0.42, 2.43, 2.90], [1.16, 2.74, 1.16], [3.90, 0.59, -0.67], [2.42, -0.15, -0.09], [2.23, 2.52, -1.51], [2.52, 1.07, -2.47], [-1.07, 1.46, -2.22], [0.08, 2.81, -2.35], [0.27, 1.39, -3.41], [4.60, 2.92, 0.04], [3.67, 3.73, 1.39], [3.96, 1.69, 2.84], [4.91, 0.88, 1.51], [-0.24, 0.12, 4.36], [-1.79, 0.96, 4.18], [-0.74, -1.30, 2.46], [-3.15, -1.08, 3.89]], "mulliken_charge": [-0.25, -0.61, -0.49, 1.13, -0.93, -0.77, -0.18, -0.11, -0.69, -0.05, -0.11, -0.25, 0.19, -0.06, -0.65, -0.03, 0.67, -0.37, -0.93, 0.01, -0.91, -0.60, -0.81, -1.41, 0.05, -0.61, 0.49, -0.44, 0.45, 0.28, 0.39, -0.29, 0.32, 0.29, 0.29, 0.36, 0.64, 0.40, 0.38, -0.38, 0.46, 0.59, 0.35, 0.52, -0.45, 0.48, 0.41, 0.22, 0.33, 0.34, 0.25, 0.29, 0.24, 0.23, 0.41, 0.40, 0.08, 0.42]}


x | {"formula": "C19H32N2O5", "method": "ωB97M-V/def2-TZVPD", "orbital_gap_ev": 9.98, "smiles": "CCO[C@H]1CC[C@@H]1C(=O)N[C@@H]1C[C@H](C(=O)NC2(CCOC)CC2)C[C@H]1O", "e_homo_ha": -0.340, "species": ["C", "C", "O", "C", "C", "C", "C", "C", "O", "N", "C", "C", "C", "C", "O", "N", "C", "C", "C", "O", "C", "C", "C", "C", "C", "O", "H", "H", "H", "H", "H", "H", "H", "H", "H", "H", "H", "H", "H", "H", "H", "H", "H", "H", "H", "H", "H", "H", "H", "H", "H", "H", "H", "H", "H", "H", "H", "H"], "positions_angstrom": [[-1.78, -1.13, -1.06], [-1.76, -2.21, -2.14], [-1.42, -1.68, -3.42], [-0.07, -1.24, -3.60], [0.37, -1.52, -5.04], [1.03, -0.13, -5.05], [0.05, 0.26, -3.92], [0.69, 1.04, -2.76], [1.87, 0.91, -2.47], [-0.15, 1.79, -2.03], [0.22, 2.57, -0.84], [0.86, 1.76, 0.30], [0.37, 2.36, 1.64], [-0.31, 1.26, 2.49], [-1.53, 1.13, 2.52], [0.52, 0.50, 3.22], [0.13, -0.70, 3.96], [-0.38, -1.87, 3.09], [0.70, -2.48, 2.18], [0.87, -1.66, 1.03], [1.84, -2.13, 0.11], [0.75, -0.93, 5.31], [-0.68, -0.44, 5.21], [-0.61, 3.50, 1.24], [-1.03, 3.20, -0.19], [-1.61, 4.29, -0.88], [-2.15, -1.53, -0.11], [-0.78, -0.74, -0.87], [-2.42, -0.29, -1.34], [-1.10, -3.03, -1.87], [-2.76, -2.64, -2.23], [0.56, -1.66, -2.82], [1.04, -2.37, -5.17], [-0.47, -1.61, -5.75], [2.09, -0.19, -4.76], [0.94, 0.43, -5.98], [-0.90, 0.69, -4.24], [-1.11, 1.85, -2.32], [0.88, 3.40, -1.09], [0.56, 0.71, 0.19], [1.95, 1.75, 0.20], [1.18, 2.77, 2.23], [1.49, 0.53, 2.93], [-0.76, -2.66, 3.73], [-1.23, -1.55, 2.48], [1.64, -2.59, 2.72], [0.39, -3.48, 1.86], [1.92, -1.43, -0.72], [2.83, -2.20, 0.58], [1.57, -3.10, -0.30], [0.95, -1.95, 5.63], [1.52, -0.24, 5.65], [-0.92, 0.59, 5.45], [-1.50, -1.11, 5.44], [-1.49, 3.59, 1.89], [-0.12, 4.47, 1.30], [-1.80, 2.43, -0.14], [-0.96, 4.70, -1.45]], "mulliken_charge": [-0.38, -0.59, -0.51, 0.66, -0.79, -0.77, -0.04, 0.06, -0.71, 0.09, -0.42, 0.02, 0.07, 0.20, -0.69, -0.05, 0.61, -0.90, -0.80, -0.08, -0.84, -0.48, -0.89, -1.31, 0.03, -0.59, 0.44, -0.28, 0.31, 0.28, 0.36, 0.03, 0.31, 0.27, 0.28, 0.34, 0.48, 0.40, 0.26, -0.60, 0.44, 0.59, 0.35, 0.53, 0.17, 0.45, 0.39, 0.12, 0.37, 0.35, 0.24, 0.27, 0.23, 0.24, 0.44, 0.32, 0.30, 0.43]}


Short version: x is the least stable of them.


w | {"formula": "C5H5FS2", "method": "ωB97M-V/def2-TZVPD", "orbital_gap_ev": 8.31, "smiles": "C=C(F)C(=C)C(=S)S", "e_homo_ha": -0.329, "species": ["C", "C", "C", "C", "C", "H", "H", "H", "H", "H", "F", "S", "S"], "positions_angstrom": [[1.38, 0.26, 0.50], [0.08, 0.59, -0.16], [-0.06, 1.76, -0.84], [-1.06, -0.38, -0.07], [-1.18, -1.43, 0.73], [1.26, -1.73, -0.79], [-1.00, 2.03, -1.28], [0.74, 2.49, -0.88], [-0.35, -1.57, 1.43], [-2.06, -2.03, 0.72], [-2.07, -0.08, -0.90], [2.18, -1.22, 0.05], [2.13, 1.29, 1.50]], "mulliken_charge": [-0.05, 0.47, -0.95, 0.57, -0.85, 0.19, 0.31, 0.30, 0.28, 0.33, -0.27, -0.11, -0.21]}


x | {"formula": "C5H5FS2", "method": "ωB97M-V/def2-TZVPD", "orbital_gap_ev": 8.39, "e_homo_ha": -0.326, "species": ["C", "C", "C", "C", "C", "H", "H", "H", "H", "H", "F", "S", "S"], "positions_angstrom": [[-0.66, -0.51, -0.85], [0.71, 0.15, -1.20], [-0.77, 0.32, 0.44], [1.93, -0.69, -0.89], [2.69, -0.67, 0.16], [-1.40, -0.14, -1.52], [0.75, 0.45, -2.24], [1.96, -1.45, -1.68], [3.55, -1.33, 0.22], [2.43, 0.03, 0.98], [-0.77, -1.85, -0.80], [0.35, 1.53, -0.06], [-1.84, 0.19, 1.65]], "mulliken_charge": [0.16, -0.18, 0.03, -0.31, -0.58, 0.31, 0.48, 0.27, 0.27, 0.20, -0.28, -0.10, -0.25]}


Short version: x is the least stable of them.